Version P
The following is a quantum chemistry calculation of an isolated molecule of C4H7N3O, from OMol25.

```
! RIJCOSX wB97M-V def2-TZVPD def2/J DEFGRID3
* xyz 0 1
H 0.18892 -1.43739 2.91026
N 0.22671 -0.68800 2.21436
C -0.67697 -0.84483 1.33478
N -1.41674 0.48966 0.64480
C -0.82735 0.67548 -0.46172
N -1.10685 1.47257 -1.51866
C 0.25306 -0.44999 -0.49876
C 1.63431 0.12423 -0.22955
O 0.03108 -1.40976 -1.25277
H -1.36060 -1.70021 1.26994
H -2.02600 1.89542 -1.50679
H -0.80672 1.11458 -2.41703
H 1.59829 0.89358 0.54022
H 2.02367 0.55694 -1.15256
H 2.26519 -0.69228 0.12347
*
```

Computed properties:
Frontier orbital gap, Ha: 0.317
M, g mol⁻¹: 113.120
SMILES: [H]/N=C/N=C(/N)C(C)=O
Highest occupied orbital energy, eV: -9.09

---

Version Q
The following is a quantum chemistry calculation of an isolated molecule of C4H7N3O, from OMol25.

```
! RIJCOSX wB97M-V def2-TZVPD def2/J DEFGRID3
* xyz 0 1
H -1.33028 2.27853 -0.26420
N -0.29667 2.26737 -0.11460
C 0.23309 1.17046 0.12706
N -0.44508 -0.02331 0.03059
C -1.80456 -0.02618 -0.06941
C -2.67125 -1.00840 0.03860
O 1.58365 0.87227 0.30979
N 1.99841 -0.48412 0.07793
C 3.22364 -0.57944 -0.10207
H 0.19384 -0.92268 -0.08613
H -2.37367 0.91481 0.18692
H -3.72987 -0.78778 0.15048
H -2.17439 -2.08785 0.20609
H 3.40740 -1.63443 -0.19783
H 4.18575 0.05077 -0.29321
*
```

Computed properties:
Frontier orbital gap, Ha: 0.337
M, g mol⁻¹: 113.120
SMILES: [H]/N=C(\NC=C)ON=C
Highest occupied orbital energy, eV: -8.41

---

How far above the most stable structure does each one sit? In kJ/mol: version P 0.0; version Q 136.1.

---

Version P
The following is a quantum chemistry calculation of an isolated molecule of C6H11NO3, from OMol25.

```
! RIJCOSX wB97M-V def2-TZVPD def2/J DEFGRID3
* xyz 0 1
H 1.67754 -1.99546 1.91011
N 1.26469 -1.06861 1.56816
C 2.14497 -0.49200 0.90278
O 1.91328 0.70166 0.31591
C 0.56861 1.04843 0.50558
O -0.02365 1.48140 -0.60547
C -0.52344 0.24818 -0.04020
C -0.34478 -0.95143 -0.97169
C 0.45959 -0.71732 -2.25039
O -1.78823 0.16762 0.40906
C -2.29061 1.20938 1.24693
H 3.24574 -0.76344 0.70332
H 0.38910 1.59769 1.41520
H 0.03385 -1.74622 -0.35477
H -1.42601 -1.16934 -1.21482
H 0.34340 -1.59005 -3.04676
H 1.50469 -0.57512 -2.14203
H 0.00546 0.07047 -2.75149
H -1.67968 1.16604 2.25210
H -3.43354 1.13606 1.23992
H -2.04098 2.24205 0.90855
*
```

Computed properties:
Frontier orbital gap, Ha: 0.385
M, g mol⁻¹: 145.158
SMILES: [H]/N=C/O[C@H]1O[C@]1(CC)OC
Highest occupied orbital energy, eV: -9.57

---

Version Q
The following is a quantum chemistry calculation of an isolated molecule of C6H11NO3, from OMol25.

```
! RIJCOSX wB97M-V def2-TZVPD def2/J DEFGRID3
* xyz 0 1
C 2.52587 -0.43545 -0.07590
C -0.36489 -0.93263 0.89905
C -0.71760 0.60348 -1.03106
C -1.21393 -0.72422 -0.21366
C 1.50033 0.55664 -0.19547
C -2.69800 -0.35251 0.44519
N 0.68388 0.62232 -1.26700
O 2.72978 -1.34475 -0.83633
O 3.30595 -0.28735 0.96334
O 1.52632 1.68354 0.63826
H -0.55080 -0.17978 1.72092
H 0.33063 -1.83755 1.00660
H -1.19580 0.84396 -2.09430
H -1.11927 1.46471 -0.34941
H -1.37811 -1.55255 -0.85865
H -2.86480 0.69739 0.51662
H -2.64821 -0.76921 1.40064
H -3.50070 -0.83389 -0.16075
H 2.87203 0.25223 1.57598
H 0.93331 0.15499 -2.13683
H 1.84400 2.37064 0.05277
*
```

Computed properties:
Frontier orbital gap (spin up / spin down), Ha: 0.289 / 0.292
M, g mol⁻¹: 145.158
Highest occupied orbital energy (spin up / spin down), eV: -8.04 / -7.82

---

How far above the most stable structure does each one sit? In kJ/mol: version P 0.0; version Q 57.1.

---

Version P
The following is a quantum chemistry calculation of C4H10N3S as an isolated structure, from OMol25.

```
! RIJCOSX wB97M-V def2-TZVPD def2/J DEFGRID3
* xyz 1 1
C 0.54640 0.13813 2.30491
C -0.11464 -0.88995 1.47063
C -0.36504 1.14845 0.57034
C -1.76133 -0.65289 -0.48276
N 0.48792 1.30547 1.78401
N 1.58431 0.43303 -2.15593
N -0.75357 -0.14419 0.38625
S 1.62676 1.52937 -0.70383
H 1.11182 -0.10090 3.26859
H 0.68881 -1.62653 0.98908
H -0.77758 -1.61152 1.98608
H -0.74513 2.01933 0.15353
H -2.63942 -0.93298 0.02134
H -2.27993 0.12501 -1.18456
H -1.39452 -1.49918 -0.99472
H 1.03745 0.84128 -2.98700
H 2.57246 0.48358 -2.51062
H 1.17525 -0.56551 -1.91533
*
```

Computed properties:
Frontier orbital gap, Ha: 0.319
M, g mol⁻¹: 132.212
Highest occupied orbital energy, eV: -12.45

---

Version Q
The following is a quantum chemistry calculation of C4H10N3S as an isolated structure, from OMol25.

```
! RIJCOSX wB97M-V def2-TZVPD def2/J DEFGRID3
* xyz 1 1
C -0.62509 0.59580 1.09232
C -1.57383 -0.54771 1.56300
C 0.04312 -1.27598 -0.32331
C 1.22869 0.92726 -0.63214
N 0.60259 -2.72173 -2.14312
N 0.05051 -1.71526 -1.62235
N -0.11151 0.23819 -0.26642
S -1.52697 -1.90602 0.38849
H -1.01950 1.57853 0.91813
H 0.31208 0.80223 1.65290
H -1.27416 -1.03882 2.54401
H -2.65221 -0.25062 1.82262
H 1.09548 -1.44957 0.63121
H 1.85913 0.76523 0.28285
H 1.63646 0.33884 -1.51508
H 1.02937 2.06113 -0.86623
H 0.35746 -2.66284 -3.25940
H -0.67664 0.47502 -1.03618
*
```

Computed properties:
Frontier orbital gap, Ha: 0.337
M, g mol⁻¹: 132.212
Highest occupied orbital energy, eV: -13.38

---

How far above the most stable structure does each one sit? In kJ/mol: version P 0.0; version Q 133.0.

---

Version P
The following is a quantum chemistry calculation of a 2-piece molecular cluster, C4H9NO2 overall, from OMol25.

```
! RIJCOSX wB97M-V def2-TZVPD def2/J DEFGRID3
* xyz 0 1
C -1.78808 0.77819 0.58648
C -1.55980 -0.68048 0.21117
N -0.31191 -0.90597 -0.49627
C 0.85302 -1.07691 0.17807
O 0.99032 -1.16057 1.38008
H -1.79889 1.41749 -0.30309
H -2.74919 0.88998 1.09922
H -0.99119 1.12988 1.24751
H -1.52722 -1.30817 1.10508
H -2.36730 -1.05460 -0.42688
H -0.23296 -0.51685 -1.42605
H 1.71028 -1.16800 -0.52275
C 2.44360 0.90908 -0.77029
O 1.44976 1.53713 -0.50267
H 2.70481 0.64092 -1.81420
H 3.13540 0.52863 0.00387
*
```

Computed properties:
Frontier orbital gap, Ha: 0.382
M, g mol⁻¹: 103.121
SMILES: CCNC=O.C=O
Highest occupied orbital energy, eV: -9.79

---

Version Q
The following is a quantum chemistry calculation of an isolated molecule of C4H9NO2, from OMol25.

```
! RIJCOSX wB97M-V def2-TZVPD def2/J DEFGRID3
* xyz 0 1
C -2.02017 1.32605 1.67933
C -0.57624 1.35338 1.12287
N -0.13174 -0.17592 1.09417
C 1.09511 -0.27892 0.30045
C 0.79460 -0.75989 -1.02798
O 1.73078 -0.70140 -1.95701
O -0.49189 -0.97696 -1.39049
H -2.60059 2.13774 1.26443
H -2.48234 0.33778 1.44463
H -1.87298 1.49834 2.76232
H -0.52884 1.67514 0.00327
H 0.05533 1.89421 1.86529
H -0.63201 -0.96072 0.61022
H 1.90364 -0.93964 0.76898
H 1.60170 0.62823 0.16798
H -0.19259 -1.45646 -2.21432
*
```

Computed properties:
Frontier orbital gap, Ha: 0.359
M, g mol⁻¹: 103.121
SMILES: CCNCC(=O)O
Highest occupied orbital energy, eV: -9.07

---

Version R
The following is a quantum chemistry calculation of an isolated molecule of C4H9NO2, from OMol25.

```
! RIJCOSX wB97M-V def2-TZVPD def2/J DEFGRID3
* xyz 0 1
N 1.33976 0.49842 1.36050
C 1.27095 -0.79566 0.94761
O 1.85927 -1.70494 1.50935
C 0.39142 -1.05505 -0.27667
C -1.03329 -0.49451 -0.13950
C -1.28266 0.82156 -0.88466
O -0.23326 1.76556 -0.69432
H 1.84933 0.69189 2.20921
H 0.78985 1.22258 0.91129
H 0.89275 -0.67631 -1.18662
H 0.35876 -2.14235 -0.36704
H -1.75632 -1.21677 -0.53285
H -1.26330 -0.36330 0.92557
H -1.45707 0.61925 -1.95345
H -2.20785 1.28437 -0.51796
H 0.48164 1.54526 -1.31046
*
```

Computed properties:
Frontier orbital gap, Ha: 0.377
M, g mol⁻¹: 103.121
SMILES: NC(=O)CCCO
Highest occupied orbital energy, eV: -9.58

---

Version S
The following is a quantum chemistry calculation of an isolated molecule of C4H9NO2, from OMol25.

```
! RIJCOSX wB97M-V def2-TZVPD def2/J DEFGRID3
* xyz 0 1
C 1.72251 0.42910 -1.03662
C 0.71232 0.12411 0.05958
O 0.97354 0.86057 1.25312
C -0.72165 0.48007 -0.36168
C -1.74800 -0.60565 -0.08239
N -1.67901 -1.14417 1.17123
O -2.55623 -0.97947 -0.91304
H 1.69019 1.48714 -1.31627
H 1.50165 -0.17589 -1.92278
H 2.74157 0.18334 -0.71319
H 0.76632 -0.95144 0.28721
H 1.89956 0.72307 1.49171
H -1.00647 1.38646 0.18687
H -0.78694 0.70383 -1.42867
H -2.39402 -1.80472 1.43463
H -1.11535 -0.71636 1.89031
*
```

Computed properties:
Frontier orbital gap, Ha: 0.384
M, g mol⁻¹: 103.121
SMILES: C[C@@H](O)CC(N)=O
Highest occupied orbital energy, eV: -9.72

---

How far above the most stable structure does each one sit? In kJ/mol: version P 137.4; version Q 231.3; version R 13.5; version S 0.0.

---

Version P
The following is a quantum chemistry calculation of an isolated molecule of C4H9NO2, from OMol25.

```
! RIJCOSX wB97M-V def2-TZVPD def2/J DEFGRID3
* xyz 0 1
N -0.51505 -1.40686 -2.06521
C 0.37358 -0.50935 -1.36752
C 0.45003 -0.68497 0.19331
C -0.53298 0.14795 0.96812
C -0.08619 1.60064 1.04913
O 0.03736 2.36427 0.14139
O 0.29346 1.91470 2.32243
H -0.26880 -2.37922 -2.11195
H -1.41579 -1.39456 -1.59333
H 0.02285 0.51177 -1.53049
H 1.39063 -0.56707 -1.75166
H 1.47558 -0.58754 0.54754
H 0.26058 -1.76079 0.30333
H -0.54561 -0.17596 2.01176
H -1.55645 0.09275 0.60189
H 0.61679 2.83425 2.28127
*
```

Computed properties:
Frontier orbital gap, Ha: 0.368
M, g mol⁻¹: 103.121
SMILES: NCCCC(=O)O
Highest occupied orbital energy, eV: -9.22

---

Version Q
The following is a quantum chemistry calculation of an isolated molecule of C4H9NO2, from OMol25.

```
! RIJCOSX wB97M-V def2-TZVPD def2/J DEFGRID3
* xyz 0 1
C -1.75673 -0.39492 0.41387
C -0.44895 -0.13047 -0.31296
C -0.05826 1.36340 -0.35146
N 1.38065 1.39719 -0.14850
O 1.61560 0.32564 0.75479
C 0.78353 -0.75019 0.37983
O 1.41882 -1.60262 -0.52882
H -1.70391 -0.03171 1.43795
H -1.97225 -1.46024 0.43093
H -2.57129 0.11503 -0.09507
H -0.49038 -0.54480 -1.32389
H -0.32220 1.85826 -1.28298
H -0.51993 1.89238 0.48667
H 1.85506 1.14826 -1.02133
H 0.53780 -1.28255 1.30960
H 2.25245 -1.90266 -0.14864
*
```

Computed properties:
Frontier orbital gap, Ha: 0.380
M, g mol⁻¹: 103.121
SMILES: C[C@H]1CNO[C@@H]1O
Highest occupied orbital energy, eV: -9.40

---

Version R
The following is a quantum chemistry calculation of a 2-piece molecular cluster, C4H9NO2 overall, from OMol25.

```
! RIJCOSX wB97M-V def2-TZVPD def2/J DEFGRID3
* xyz 0 1
H -0.51839 -0.56123 -2.35290
N 0.38659 -0.58569 -1.88914
C 0.36929 -0.51994 -0.63714
C 1.60884 -0.67032 0.17870
C -1.00862 -1.11567 0.15443
O -2.01224 -1.39180 -0.45014
O -0.84196 -1.36401 1.46375
H 1.77146 -1.71530 0.43635
H 2.46448 -0.29932 -0.38081
H 1.50436 -0.12173 1.11199
H -1.67555 -1.68844 1.84674
C -0.38570 2.02264 0.08926
H -1.02982 2.87710 -0.08990
H 0.51875 2.15653 -0.49285
H -0.19881 1.94428 1.15655
H -0.95269 1.03288 -0.14489
*
```

Computed properties:
Frontier orbital gap, Ha: 0.382
M, g mol⁻¹: 103.121
SMILES: [H]/N=C(/C)C(=O)O.C
Highest occupied orbital energy, eV: -9.84

---

Version S
The following is a quantum chemistry calculation of an isolated molecule of C4H9NO2, from OMol25.

```
! RIJCOSX wB97M-V def2-TZVPD def2/J DEFGRID3
* xyz 0 1
N -1.99226 0.28362 -1.07238
C -1.23327 1.17833 -0.36375
O -1.70445 2.07474 0.31111
C 0.27701 0.99955 -0.50722
C 0.89954 0.37059 0.75085
C 1.21171 -1.10346 0.57876
O 0.01110 -1.78021 0.23839
H -2.98021 0.26840 -0.86773
H -1.59022 -0.61900 -1.26757
H 0.54716 0.41420 -1.39746
H 0.66718 2.01040 -0.65005
H 1.83046 0.88225 1.01876
H 0.21633 0.50656 1.59735
H 1.95805 -1.21880 -0.22257
H 1.64603 -1.51326 1.50234
H 0.19455 -2.72663 0.22429
*
```

Computed properties:
Frontier orbital gap, Ha: 0.375
M, g mol⁻¹: 103.121
SMILES: NC(=O)CCCO
Highest occupied orbital energy, eV: -9.55

---

How far above the most stable structure does each one sit? In kJ/mol: version P 22.1; version Q 186.9; version R 139.4; version S 0.0.